Entry 1:
H2N3 | wB97M-V/def2-TZVPD

```
5
Properties=species:S:1:pos:R:3:forces:R:3
H 0.2929 0.7742 0.6138 0.234 0.112 0.808
N 3.0928 -0.3240 -0.0313 -1.224 0.901 0.615
N 0.9455 0.5683 -0.1377 -1.918 0.445 -1.189
N 2.0755 0.1536 0.0941 2.467 -1.748 -0.238
H -0.9014 -1.1799 -0.3614 0.440 0.291 0.003
```
Forces are in eV/Å.

## Properties
- orbital gap (spin up / spin down) (hartree) = 0.473 / 0.234
- highest occupied orbital energy (spin up / spin down) (eV) = -19.302 / -16.954
- E_tot (eV) = -4487.57572
- energy relative to the best compared isomer or geometry (same formula, charge and spin) (kcal/mol) = 101.37
- charge = +1

Electronic structure analysis, natural (NBO) charges in units of e: 0.44, 0.34, -0.17, 0.19, 0.20

***

Entry 2:
C4H8O2 | wB97M-V/def2-TZVPD

```
14
Properties=species:S:1:pos:R:3:forces:R:3
C 0.3542 1.4510 -0.1715 0.128 -0.111 -0.052
H -1.1797 -2.5661 0.6348 0.114 0.094 0.076
C 0.9646 0.9946 -1.4636 -0.210 0.256 0.049
C -0.4345 -1.8846 1.0522 -0.024 -0.292 0.154
H 0.2036 0.5528 1.8138 -0.028 -0.033 -0.121
H -0.6640 1.8632 -0.2281 0.164 -0.110 -0.110
C 0.4319 0.2657 0.7755 0.164 0.148 0.181
H 0.5583 -2.3577 0.9898 -0.138 0.096 -0.015
H 1.4544 -0.1447 0.7427 -0.159 0.055 0.069
H 1.0384 2.2355 0.1860 -0.080 -0.092 0.014
O -0.4885 -0.6948 0.3109 -0.045 0.065 -0.037
H 0.7011 1.0701 -3.2521 -0.268 0.183 -0.192
O 0.2314 1.4051 -2.4757 0.359 -0.242 0.132
H -0.6664 -1.7075 2.1146 0.022 -0.017 -0.148
```
Forces are in eV/Å.

## Properties
- orbital gap (hartree) = 0.351
- highest occupied orbital energy (eV) = -8.506
- E_tot (eV) = -8369.56205
- energy relative to the best compared isomer or geometry (same formula, charge and spin) (kcal/mol) = 85.78

Electronic structure analysis, natural (NBO) charges in units of e: -0.59, 0.19, 0.25, -0.25, 0.17, 0.21, -0.05, 0.17, 0.18, 0.25, -0.54, 0.50, -0.65, 0.16

***

Entry 3:
C21H24ClN3O6S | wB97M-V/def2-TZVPD

```
56
Properties=species:S:1:pos:R:3:forces:R:3
Cl -3.7258 1.8610 1.3563 -0.252 0.186 0.248
C -3.3728 -1.1300 0.3443 0.158 -0.130 -0.085
C -1.3557 -1.1921 -0.9658 0.213 -0.072 -0.110
C 3.0589 -0.3796 2.1125 -0.003 -0.153 0.538
H 2.9164 -2.5568 1.8456 0.021 -0.020 0.022
H -1.0751 2.2725 -2.6473 0.043 0.015 -0.108
H -3.1794 2.1881 -1.4115 -0.110 -0.015 -0.047
C -0.6225 -1.5175 0.1728 -0.417 0.029 -0.165
C -1.0433 1.7131 1.1589 -0.180 -0.002 0.037
S 1.6457 1.7311 1.4572 -0.139 -0.035 -0.032
H -7.3216 -1.0109 -0.2914 0.015 0.103 -0.040
O 2.3960 2.9249 1.2002 0.000 -0.125 -0.288
H 3.0772 0.8837 -0.9373 0.227 -0.008 0.035
C -1.0498 2.1205 -1.5809 0.358 0.074 -0.066
C -6.7668 -0.1048 -0.5439 -0.350 -0.021 0.182
N 0.7379 -1.8111 0.1220 -0.065 -0.276 0.338
H 0.9383 3.1362 -3.2507 0.016 -0.023 0.046
C 0.1466 1.7685 0.4632 0.690 0.016 0.128
C -2.2442 2.0697 -0.8876 0.083 0.074 0.303
C -1.2768 -1.6458 1.3992 0.029 0.030 -0.079
H 3.8507 0.1942 2.6134 -0.042 -0.100 0.040
H 1.0432 1.3484 -3.3885 -0.001 0.034 0.018
H 4.9189 -0.5541 -1.1616 0.047 0.075 0.042
H 4.5303 -1.9568 2.2045 -0.173 0.004 0.100
O 1.2170 1.4878 2.8066 -0.128 -0.267 -0.018
C 2.9759 -2.2641 -0.6933 0.206 -0.074 -0.091
H 4.1126 1.6002 0.3079 0.057 -0.122 -0.107
H -3.2883 -0.7573 -1.7600 -0.026 0.051 -0.089
C -2.2418 1.8802 0.4851 0.338 0.074 -0.214
C -2.6377 -1.4556 1.4827 -0.182 -0.023 -0.173
C 4.5592 -0.4921 -0.1334 -0.089 0.068 0.100
H -1.0059 1.5618 2.2254 -0.119 -0.015 0.100
O -5.4682 -1.1764 1.4743 -0.001 0.061 -0.066
H -3.1573 -1.5516 2.4237 -0.030 -0.001 0.087
C -2.7185 -0.9981 -0.8769 -0.176 -0.151 0.363
H 3.4481 -2.2756 -1.6801 -0.185 -0.022 0.041
C 3.5816 0.6893 0.0063 0.396 0.355 -0.598
O -5.3772 -0.3800 -0.6207 0.332 -0.032 -0.171
C 1.4517 2.2367 -2.9004 0.003 -0.068 -0.154
H 5.4226 -0.3496 0.5224 0.025 0.047 -0.067
O 1.3858 -0.8558 -1.8407 -0.039 0.136 -0.246
H -6.9593 0.6488 0.2228 -0.013 -0.048 -0.068
O 1.3763 2.1099 -1.4938 -0.037 0.083 0.068
H 2.2401 -0.4990 2.8206 0.210 -0.108 0.086
H 2.5132 2.3190 -3.1269 -0.071 -0.004 -0.026
H -0.8523 -1.1000 -1.9132 0.020 0.021 -0.032
C 0.1718 1.9986 -0.9138 -0.318 0.004 -0.066
H -7.0598 0.2641 -1.5237 0.026 -0.013 0.041
C 3.6143 -1.7430 1.6406 0.151 0.082 0.027
H 2.7587 -3.2996 -0.4076 -0.028 0.056 -0.073
H 1.1075 -2.2232 0.9667 -0.001 -0.011 -0.218
H -0.7092 -1.8968 2.2838 0.075 -0.020 0.126
C -4.8298 -0.9124 0.4851 -0.130 -0.127 0.139
N 2.5421 0.3684 0.9774 -0.592 0.855 0.267
N 3.9651 -1.7572 0.2340 -0.081 -0.111 -0.091
C 1.6354 -1.5299 -0.8650 0.233 -0.339 0.069
```
Forces are in eV/Å.

## Properties
- orbital gap (hartree) = 0.334
- structure (SMILES) = COC(=O)c1ccc(NC(=O)CN2CCN(S(=O)(=O)c3cc(Cl)ccc3OC)CC2)cc1
- highest occupied orbital energy (eV) = -8.590
- E_tot (eV) = -62279.18959
- energy relative to the best compared isomer or geometry (same formula, charge and spin) (kcal/mol) = 31.28

Electronic structure analysis, natural (NBO) charges in units of e: 0.02, -0.22, -0.30, -0.26, 0.19, 0.23, 0.23, 0.26, -0.21, 2.31, 0.20, -0.92, 0.24, -0.29, -0.26, -0.64, 0.18, -0.30, -0.18, -0.28, 0.19, 0.20, 0.21, 0.21, -0.95, -0.31, 0.21, 0.22, -0.07, -0.14, -0.23, 0.27, -0.60, 0.24, -0.09, 0.23, -0.27, -0.52, -0.25, 0.20, -0.62, 0.19, -0.49, 0.24, 0.20, 0.25, 0.33, 0.19, -0.22, 0.21, 0.40, 0.21, 0.79, -0.68, -0.43, 0.69

***

Entry 4:
C18H43NO8P | wB97M-V/def2-TZVPD

```
71
Properties=species:S:1:pos:R:3:forces:R:3
H 2.7043 2.5913 0.3379 -0.006 -0.111 0.063
O -1.6739 2.2562 -1.4434 -0.201 -0.100 -0.153
H -4.2061 -2.8336 -0.2330 0.269 -0.095 -0.080
O -6.3464 -1.8789 -1.8287 0.947 0.109 0.003
H -1.6862 -1.4869 -1.5641 0.021 0.800 0.274
C 3.1241 -0.0653 3.5351 0.010 0.022 0.102
C 0.7985 2.2206 -1.8569 0.208 -0.031 -0.025
P -1.9332 -1.5977 1.0100 0.407 0.935 0.363
C -2.1380 4.6410 -0.8389 -0.033 0.115 0.063
H -0.7272 3.2753 -2.9794 0.118 0.141 0.142
H -3.2016 -0.0901 -0.6172 0.242 -0.080 -0.161
C -3.4933 -0.7874 0.1644 -0.238 -0.200 0.716
H 0.9269 1.2160 -1.4414 -0.052 0.042 0.131
O -1.0919 5.2668 -1.5626 -0.041 -0.206 -0.160
C 3.3089 -1.0737 0.6055 0.095 0.244 -0.035
C -1.3443 -3.8086 -2.6160 -1.320 0.785 2.911
H 1.1458 -0.6256 3.0627 -0.021 0.064 -0.095
H 4.6859 1.5573 2.4402 -0.002 0.022 0.024
H -2.1675 -3.9977 -0.5464 0.021 -0.558 0.301
H -3.8533 -1.8195 -3.1560 -0.038 -0.154 -0.077
H -0.7385 -2.2054 1.6354 -0.014 -0.069 0.033
C -4.5626 -1.7991 -0.2635 0.015 0.960 -0.317
H -2.2953 5.2236 0.0779 -0.131 -0.098 0.043
O 4.4918 -0.3409 3.2751 -0.071 0.092 -0.228
H 1.1367 1.7684 0.5802 0.034 -0.035 -0.011
C 1.6153 2.7185 0.3291 0.052 0.016 0.001
O 4.1020 -3.0324 1.8849 -0.224 0.044 0.018
C 3.3653 -4.1672 2.2921 0.126 -0.009 0.069
C 5.2793 0.7682 2.9118 0.055 -0.176 0.091
C -1.4529 5.8176 -2.8074 0.152 0.054 0.117
H -0.1222 -1.8732 -0.8174 0.133 0.383 0.332
O -0.3662 -4.1644 -1.6512 0.781 -1.127 -0.393
H -0.6079 5.6984 -3.4886 0.014 0.037 0.021
H -3.9336 -0.1773 0.9543 0.027 0.155 0.108
C -5.1773 -1.5859 -1.6268 -1.223 -0.566 -0.122
C -1.4373 -3.4584 -1.1228 0.173 1.423 -0.788
H -0.7774 1.5357 -3.0713 0.014 -0.059 0.058
H 1.3486 3.4482 1.0968 0.018 0.060 -0.066
H 3.0678 -0.8311 -0.4343 -0.074 -0.072 -0.006
C -0.6212 2.3679 -2.3788 -0.050 0.215 -0.140
H -1.2198 -2.8540 -3.0900 0.253 -0.257 -1.032
C -1.2010 -2.0066 -0.7379 -0.350 -1.444 -0.282
H -3.0746 4.6644 -1.4072 0.052 -0.021 -0.091
H 2.9469 -0.2772 4.5971 -0.170 0.061 -0.014
H -0.9936 3.1813 0.2778 0.127 0.146 -0.105
C 2.1494 -0.9159 2.7408 -0.237 -0.307 0.030
H 2.9888 -3.1410 0.1344 -0.061 -0.008 0.092
H -3.7730 -0.3504 -2.4298 0.275 -0.206 0.198
H -5.3897 -1.7521 0.4335 -0.220 -0.253 0.111
H -2.4649 -1.2290 2.3475 0.034 -0.144 0.081
H -2.6159 -2.8932 1.1619 -0.161 -0.131 -0.435
H -1.2317 -0.2952 1.0005 -0.046 0.126 -0.275
H 2.3684 -4.1944 1.8461 -0.008 0.013 -0.025
O 1.1950 3.2146 -0.9267 -0.311 -0.095 0.052
H 3.9050 -5.0864 2.0384 -0.084 -0.038 -0.047
O 2.1386 -0.7597 1.3320 0.123 0.153 0.035
H -1.6667 6.8879 -2.7071 -0.110 -0.016 -0.074
H 6.0283 0.4315 2.1917 0.022 -0.010 0.036
H 2.9035 0.9955 3.3701 0.060 0.006 -0.079
H 4.1274 -0.4026 0.8779 0.102 -0.148 0.162
H 4.6596 -2.5869 -0.0178 -0.082 0.060 -0.125
H -2.1949 -4.4663 -2.6986 0.345 -0.624 -1.354
N -4.3986 -1.0898 -2.7199 -0.164 0.359 -0.009
H -2.7005 2.8695 0.1510 -0.026 -0.036 -0.047
C 3.7595 -2.5254 0.6084 0.102 -0.083 -0.143
H 5.8003 1.1739 3.7866 -0.035 0.126 -0.039
H 2.2408 -1.9699 3.0029 0.212 0.010 0.056
H 3.2490 -4.1257 3.3766 0.053 0.003 0.002
H 1.4690 2.3072 -2.7226 -0.083 -0.134 -0.082
H -2.3170 5.3105 -3.2463 -0.023 0.020 0.008
C -1.8337 3.2149 -0.4184 0.219 -0.094 0.270
```
Forces are in eV/Å.

## Properties
- orbital gap (hartree) = 0.235
- highest occupied orbital energy (eV) = -3.758
- E_tot (eV) = -46513.75714
- charge = -1

Electronic structure analysis, Mulliken charges in units of e: 0.25, -0.38, 0.15, -0.56, 0.08, -0.76, -0.12, -0.14, -0.71, 0.04, -0.45, -0.26, 0.03, -0.28, -0.32, -1.13, 0.50, 0.28, 0.59, 0.29, -0.12, -0.34, 0.37, -0.32, 0.21, -0.59, -0.34, -0.80, -0.71, -0.80, 0.32, -0.43, 0.23, 0.55, 0.34, 0.36, 0.48, 0.33, 0.41, -0.51, 0.35, -0.77, 0.38, 0.39, 0.07, -0.33, 0.35, 0.25, 0.34, 0.16, 0.14, -0.36, 0.37, -0.39, 0.26, -0.10, 0.26, 0.25, 0.34, 0.15, 0.38, 0.33, -0.59, 0.40, -0.70, 0.26, 0.12, 0.25, 0.39, 0.39, -0.14

***

Entry 5:
C3H6O3 | wB97M-V/def2-TZVPD

```
12
Properties=species:S:1:pos:R:3:forces:R:3
O 2.0270 1.5291 -0.7735 -0.731 -1.387 -0.372
H -1.4293 0.2830 -0.2857 0.743 -0.598 0.336
C 1.0237 0.9711 -0.3892 1.127 2.734 2.073
C -0.8055 -0.4852 0.2213 -2.219 0.132 -0.342
O -1.3664 -1.7204 -0.2752 0.013 -0.628 2.594
H -0.8772 -0.2173 1.3326 -0.374 -1.063 -1.330
H 0.9523 -0.9310 -1.0977 -1.099 0.044 0.513
H -1.4632 -2.2801 0.5319 -0.048 0.232 -1.230
O 0.0131 1.7133 0.1579 -0.939 -5.479 0.115
H 0.0695 2.5868 0.1623 1.254 6.118 -0.404
C 0.6249 -0.4355 -0.1428 1.997 -0.801 -2.279
H 1.2310 -1.0137 0.5580 0.276 0.697 0.327
```
Forces are in eV/Å.

## Properties
- orbital gap (hartree) = 0.406
- structure (SMILES) = O=C(O)CCO
- highest occupied orbital energy (eV) = -10.476
- E_tot (eV) = -9349.69310
- energy relative to the best compared isomer or geometry (same formula, charge and spin) (kcal/mol) = 37.44

Electronic structure analysis, natural (NBO) charges in units of e: -0.57, 0.20, 0.80, -0.08, -0.72, 0.18, 0.25, 0.47, -0.71, 0.49, -0.56, 0.25

***

Entry 6:
C28H33BBrF4N4O7SV | wB97M-V/def2-TZVPD

```
80
Properties=species:S:1:pos:R:3:forces:R:3
C 2.3486 1.4137 -3.1446 0.035 -0.198 -0.268
H -4.3238 0.5874 3.1559 0.007 0.001 0.011
C 0.8179 -1.8932 -1.0047 -0.206 0.075 0.318
H 5.1972 -3.4314 -0.6026 -0.001 0.011 -0.018
S 0.9674 1.7640 -2.0660 0.254 0.766 0.730
H -0.9609 3.6347 -1.6606 -0.058 -0.047 -0.004
N 1.1763 0.8402 1.8036 0.398 0.542 0.244
V -0.1913 0.1143 0.4841 -0.660 -0.267 -0.321
C -5.3178 -2.2416 4.7282 0.002 -0.044 0.131
H -6.8320 -2.3500 6.2382 0.000 0.001 -0.005
C 2.1774 0.1211 -3.9375 0.029 0.090 -0.036
H 0.2446 2.5305 -4.2304 -0.029 0.069 0.004
C 3.2459 -0.0244 -5.0157 0.005 -0.001 -0.007
H -2.0742 -3.3568 1.2584 0.015 -0.029 0.057
C 4.0844 -4.4173 -2.1588 0.004 0.024 0.033
H 2.7346 -5.1940 -3.6521 0.006 0.008 0.013
H 2.5747 -1.0290 3.9731 -0.007 -0.006 -0.002
C 2.8808 -4.4986 -2.8358 0.074 0.001 -0.003
H 0.0458 -3.1030 -2.9834 0.003 0.026 -0.036
C 1.9710 -2.7629 -1.4249 0.117 0.019 -0.005
H 1.0106 4.7326 1.8507 -0.341 0.002 -0.179
F -3.5811 0.3085 -1.9242 0.087 -0.085 0.075
H 2.2339 -0.7268 -3.2514 -0.049 0.004 0.017
C -2.4467 -1.6044 2.4945 0.353 -0.140 -0.187
C 2.5341 4.1082 2.8445 -0.023 0.240 -0.022
O -0.7753 1.9316 0.4186 0.457 0.932 0.094
H 3.6126 1.7374 3.5849 -0.016 0.003 0.001
H 4.8996 -5.0700 -2.4438 -0.001 0.015 -0.003
C 2.2119 0.5172 2.5547 -0.048 0.052 -0.025
C -0.2456 2.3828 -3.2652 -0.125 -0.021 -0.070
H 1.1868 0.0995 -4.4033 0.004 -0.029 0.012
H 1.9867 -1.5713 2.3894 0.000 0.000 -0.018
B -2.9331 -0.3993 -0.9511 -0.293 -0.163 -0.069
C 4.2523 -3.5005 -1.1248 -0.064 -0.047 -0.031
H -7.2687 0.0865 6.2141 0.006 -0.001 -0.005
H 3.1826 -0.9978 -5.5029 -0.007 0.011 0.006
H 3.6652 -1.0462 2.5822 -0.001 0.009 -0.002
O 0.6679 -3.8086 -3.1901 0.052 -0.037 0.095
F -3.1188 0.1172 0.3327 0.048 -0.007 -0.057
O -0.2469 4.0234 1.0695 -0.066 0.213 -0.105
H -0.6002 5.8115 -2.7625 -0.008 -0.016 -0.019
H -0.1190 5.0130 -4.2633 0.006 -0.008 0.007
H -5.1354 -3.3102 4.7288 -0.018 0.012 -0.009
C -0.1376 4.9137 -3.1747 0.012 0.022 0.035
C -4.5723 -1.4208 3.8831 0.172 -0.121 -0.156
O 1.7724 5.0783 2.3835 0.455 0.046 0.256
C -3.5992 -2.0550 2.9766 -0.392 -0.005 0.172
H -3.8730 -3.0480 2.6266 -0.048 0.048 -0.040
C -0.0252 2.8314 1.0159 -0.323 -0.671 -0.025
O 1.2107 -0.7585 -0.3034 0.194 -0.604 -0.292
C 1.8285 -3.6678 -2.4735 -0.118 -0.022 -0.083
H 4.2459 0.0729 -4.5882 -0.009 -0.018 -0.002
C -0.9016 3.6656 -2.7494 0.060 0.034 -0.036
N -0.7301 -1.8722 0.8320 0.145 -0.502 -0.369
H 0.2439 -1.5843 -1.8899 -0.073 0.066 -0.018
C -6.2713 -1.7031 5.5765 0.024 -0.003 -0.034
O 3.5226 4.2810 3.5151 0.032 -0.026 0.049
F -1.4694 -0.2863 -1.2027 0.308 0.258 0.342
C 2.6373 -0.8629 2.8971 0.040 0.004 -0.026
H -6.0105 1.5451 4.6621 -0.002 -0.005 -0.001
C 3.1939 -2.6830 -0.7676 0.014 0.004 -0.018
H 3.2994 -1.9478 0.0199 -0.006 -0.022 0.006
C -4.8351 -0.0517 3.8619 -0.083 0.052 -0.041
C -6.5150 -0.3364 5.5625 0.019 0.001 0.004
N -0.0573 -2.6658 -0.0797 0.164 0.058 0.352
Br -1.6134 -0.0041 3.0789 -0.029 -0.076 -0.249
N 2.7963 1.6473 2.9975 0.070 -0.013 -0.005
H 2.4732 2.2890 -3.7870 0.051 -0.017 -0.005
F -3.2093 -1.7684 -0.9767 0.044 0.111 -0.023
C 1.1090 2.2191 1.7627 -0.381 -0.250 -0.153
H 3.1343 0.7437 -5.7835 0.018 0.003 0.024
H 3.1978 1.3633 -2.4614 0.027 -0.037 -0.044
O 1.4591 2.9222 -1.2221 -0.214 -0.514 -0.338
H -0.9775 1.5780 -3.3627 0.019 0.008 0.014
C 2.1102 2.7326 2.5079 0.207 0.060 0.170
H -1.9268 3.6928 -3.1205 -0.007 0.023 -0.025
H -0.6239 -3.3983 -0.4919 -0.084 0.080 -0.057
C -5.8041 0.4836 4.6974 0.045 -0.028 -0.012
H 0.8891 4.8729 -2.8091 -0.018 -0.006 -0.005
C -1.7110 -2.3561 1.4803 -0.272 0.085 0.294
```
Forces are in eV/Å.

## Properties
- ⟨S²⟩ = 2.01
- orbital gap (spin up / spin down) (hartree) = 0.295 / 0.291
- highest occupied orbital energy (spin up / spin down) (eV) = -8.665 / -8.711
- E_tot (eV) = -167985.52834
- multiplicity = 3
- energy relative to the best compared isomer or geometry (same formula, charge and spin) (kcal/mol) = 17.24

Electronic structure analysis, Mulliken charges in units of e: -1.36, 0.54, 0.74, 0.44, 1.09, -0.05, 0.54, 0.94, -0.45, 0.38, 0.82, 0.58, -1.59, 0.30, -0.43, 0.47, 0.43, -0.79, 0.34, 0.40, 0.39, -0.33, -0.49, 0.56, 0.41, -0.51, 0.25, 0.39, 0.21, -1.10, 0.37, 0.12, 0.05, -1.03, 0.38, 0.41, 0.38, -0.71, -0.26, -0.89, 0.39, 0.37, 0.38, -1.42, 0.46, -0.55, -0.89, 0.36, 0.75, -0.72, 0.77, 0.33, -0.03, 0.68, 0.01, -0.59, -0.62, -0.08, -1.39, 0.40, -0.30, 0.31, -0.28, -0.37, -0.53, -0.01, -0.03, 0.48, -0.38, -0.28, 0.39, 0.54, -0.74, 0.35, 0.42, 0.51, 0.40, -0.78, 0.28, -0.54